93
Properties=species:S:1:pos:R:3 method="wB97M-V/def2-TZVPD" relative_energy_kj_mol=320.7 fmax_ha_per_bohr=0.2090 total_charge=+1 e_tot_ev=-74910.208 homo_energy_ev=-10.2 homo_lumo_gap_ev=7.421 multiplicity=1
Sr 0.64 -0.82 -0.67
C 1.50 -2.86 -3.18
C 2.91 -2.28 -2.94
S 2.95 -1.13 -1.54
C 4.13 -1.86 -0.38
C 3.60 -1.76 1.06
S 1.82 -1.95 1.21
C 1.49 -3.67 0.83
C 1.63 -4.04 -0.64
S 0.53 -3.07 -1.68
H 0.92 -2.20 -3.83
H 1.60 -3.82 -3.69
H 3.62 -3.07 -2.73
H 3.26 -1.77 -3.84
H 4.30 -2.90 -0.66
H 5.09 -1.35 -0.46
H 4.10 -2.50 1.68
H 3.81 -0.77 1.46
H 2.16 -4.30 1.42
H 0.47 -3.86 1.16
H 2.65 -3.91 -0.97
H 1.41 -5.10 -0.77
C -2.98 3.51 1.97
C -2.50 2.81 0.74
C -2.91 3.04 -0.56
C -2.18 2.12 -1.34
N -1.39 1.39 -0.56
N -1.59 1.82 0.71
B -0.87 1.22 1.95
N -1.28 -0.27 2.07
N -1.58 -0.98 0.95
C -2.22 -2.09 1.35
C -2.31 -2.09 2.75
C -1.71 -0.92 3.17
C -1.61 -0.41 4.56
C -2.92 -3.06 0.42
C -2.22 -4.43 0.44
C -2.99 -2.49 -1.00
C -4.35 -3.27 0.93
N 0.66 1.44 1.78
N 1.19 1.58 0.54
C 2.40 2.13 0.70
C 2.65 2.34 2.07
C 1.52 1.90 2.72
C 1.23 1.94 4.19
C 3.26 2.66 -0.44
C 3.51 4.15 -0.18
C 4.61 1.94 -0.49
C 2.51 2.52 -1.77
C -2.23 1.93 -2.84
C -2.66 0.48 -3.14
C -0.83 2.15 -3.43
C -3.21 2.91 -3.47
H -3.70 4.27 1.68
H -2.16 4.00 2.49
H -3.46 2.82 2.66
H -3.63 3.77 -0.88
H -1.23 1.78 2.93
H -2.78 -2.83 3.38
H -2.02 -1.14 5.25
H -2.16 0.52 4.68
H -0.57 -0.22 4.85
H -1.22 -4.37 0.00
H -2.78 -5.16 -0.14
H -2.12 -4.80 1.46
H -2.03 -2.09 -1.31
H -3.71 -1.67 -1.02
H -3.32 -3.27 -1.70
H -4.36 -3.79 1.90
H -4.91 -3.88 0.22
H -4.85 -2.31 1.05
H 3.52 2.78 2.53
H 2.09 2.34 4.71
H 1.03 0.94 4.58
H 0.37 2.57 4.39
H 4.14 4.31 0.70
H 2.56 4.67 -0.03
H 4.02 4.59 -1.05
H 5.06 1.88 0.51
H 5.31 2.48 -1.13
H 4.51 0.93 -0.89
H 1.65 3.19 -1.77
H 2.12 1.50 -1.89
H 3.17 2.77 -2.59
H -1.93 -0.19 -2.69
H -2.72 0.31 -4.22
H -3.64 0.28 -2.71
H -0.15 1.42 -2.98
H -0.47 3.15 -3.20
H -0.85 2.03 -4.51
H -4.22 2.76 -3.07
H -3.25 2.77 -4.55
H -2.91 3.94 -3.27